145
Properties=species:S:1:pos:R:3 method="wB97M-V/def2-TZVPD" gap_ev=6.7379 total_charge=-1 multiplicity=1 e_lumo_ev=1.936 energy_ha=-3742.83327
C 4.341 -1.046 2.483
C 4.258 0.448 2.046
O 3.059 0.637 1.312
C 2.142 1.507 1.978
C 0.818 1.697 1.195
B -0.162 0.396 1.174
O 0.383 -0.774 1.955
C -0.670 -1.689 2.067
O -0.446 -2.212 3.445
C 0.597 -1.672 4.045
N 1.220 -1.068 4.770
N -0.372 -2.709 1.049
C -1.137 -3.938 1.209
C -0.934 -4.984 2.331
O -1.960 -4.184 0.389
C 1.050 -2.927 0.836
C 1.956 -3.833 1.735
O 1.550 -2.409 -0.119
C -2.006 -0.728 1.861
C -2.796 -1.158 0.600
C -3.857 -0.159 0.059
C -5.013 0.214 1.033
I -2.968 1.607 -0.878
P -2.948 -0.765 3.492
C -3.530 -2.475 3.963
C -2.058 0.115 4.862
O -1.462 0.564 1.886
H 3.585 -1.197 3.279
H 5.325 -1.322 2.912
H 4.033 -1.666 1.620
H 4.269 1.146 2.911
H 5.146 0.702 1.424
H 2.641 2.494 2.127
H 1.916 1.100 2.992
H 1.069 2.048 0.166
H 0.283 2.558 1.673
H -0.291 0.022 0.025
H -0.787 -5.972 1.853
H -1.894 -5.035 2.891
H -0.121 -4.719 3.025
H 1.922 -3.591 2.816
H 1.728 -4.921 1.649
H 3.012 -3.730 1.421
H -3.353 -2.089 0.871
H -2.149 -1.441 -0.253
H -4.352 -0.675 -0.791
H -4.800 1.103 1.649
H -5.134 -0.647 1.728
H -5.992 0.298 0.512
H -3.534 -3.086 3.030
H -2.828 -2.964 4.675
H -4.555 -2.426 4.369
H -2.672 0.980 5.182
H -1.088 0.535 4.518
H -1.870 -0.524 5.755
N 0.814 4.629 -1.415
C 1.144 5.589 -0.502
C 1.874 6.554 -1.150
C 1.982 6.160 -2.509
C 1.316 4.969 -2.640
H 0.283 3.797 -1.220
H 0.834 5.504 0.526
H 2.284 7.444 -0.698
H 2.490 6.689 -3.300
H 1.155 4.334 -3.496
N -2.753 5.561 -4.591
C -3.498 6.340 -5.433
C -2.819 7.513 -5.634
C -1.612 7.435 -4.887
C -1.600 6.218 -4.258
H -3.013 4.645 -4.266
H -4.446 5.993 -5.813
H -3.149 8.335 -6.249
H -0.841 8.186 -4.821
H -0.874 5.763 -3.604
N -1.971 1.725 -8.271
C -2.816 2.519 -9.000
C -3.146 3.602 -8.227
C -2.470 3.460 -6.985
C -1.752 2.296 -7.043
H -1.572 0.861 -8.589
H -3.108 2.244 -10.000
H -3.800 4.409 -8.520
H -2.509 4.137 -6.145
H -1.107 1.824 -6.319
N 4.937 3.540 5.972
C 5.792 4.584 5.740
C 5.436 5.167 4.552
C 4.319 4.451 4.048
C 4.033 3.456 4.946
H 4.967 2.930 6.770
H 6.578 4.819 6.439
H 5.923 6.014 4.095
H 3.786 4.644 3.131
H 3.267 2.697 4.943
N 4.454 -2.200 7.245
C 3.729 -1.358 6.443
C 4.446 -0.201 6.295
C 5.653 -0.351 7.031
C 5.630 -1.595 7.604
H 4.167 -3.120 7.527
H 2.769 -1.653 6.050
H 4.140 0.659 5.720
H 6.448 0.373 7.128
H 6.344 -2.101 8.234
N -6.663 3.960 -6.208
C -7.203 3.303 -5.137
C -8.195 4.092 -4.614
C -8.259 5.270 -5.404
C -7.304 5.158 -6.380
H -5.910 3.616 -6.781
H -6.836 2.335 -4.839
H -8.807 3.851 -3.760
H -8.929 6.104 -5.271
H -7.025 5.825 -7.180
N 2.004 -6.264 4.907
C 1.643 -7.226 4.004
C 1.532 -8.415 4.675
C 1.833 -8.160 6.038
C 2.117 -6.824 6.150
H 2.162 -5.295 4.690
H 1.499 -6.980 2.964
H 1.263 -9.363 4.236
H 1.839 -8.875 6.846
H 2.391 -6.225 7.003
N -2.306 -1.376 -7.224
C -2.650 -2.300 -8.175
C -2.814 -3.507 -7.550
C -2.565 -3.304 -6.167
C -2.257 -1.980 -5.997
H -2.119 -0.406 -7.400
H -2.747 -2.018 -9.212
H -3.084 -4.434 -8.030
H -2.607 -4.045 -5.385
H -2.007 -1.417 -5.112
N 5.171 -6.456 -1.436
C 4.094 -7.074 -2.007
C 3.029 -6.215 -1.935
C 3.479 -5.026 -1.298
C 4.807 -5.207 -1.006
H 6.088 -6.855 -1.345
H 4.178 -8.069 -2.413
H 2.034 -6.415 -2.299
H 2.898 -4.145 -1.079
H 5.523 -4.557 -0.530